19
Properties=species:S:1:pos:R:3:forces:R:3 method="wB97M-V/def2-TZVPD" gap_ha=0.3713 multiplicity=1 homo_energy_ha=-0.32899 total_charge=0 total_energy_ha=-310.99664 molar_mass_g_mol=100.16
C -1.714 -0.664 -0.746 -0.21 -0.02 -0.17
C 1.103 -0.458 -1.909 0.14 0.04 0.06
C 1.372 -0.298 -0.619 0.07 -0.01 -0.23
C 1.270 1.013 0.112 0.01 0.04 -0.07
C 0.516 0.882 1.440 0.00 -0.08 0.03
C -0.905 0.326 1.276 -0.06 0.24 0.18
O -0.946 -0.803 0.424 -0.05 -0.08 0.13
H -1.473 -1.507 -1.402 -0.06 0.13 0.20
H -2.786 -0.687 -0.514 0.05 0.02 -0.02
H -1.493 0.257 -1.308 0.03 -0.12 0.25
H 1.122 -1.434 -2.387 0.15 0.14 0.05
H 0.788 0.387 -2.517 0.05 -0.10 0.01
H 1.643 -1.159 -0.007 0.04 0.10 -0.15
H 2.281 1.391 0.315 -0.15 -0.02 0.02
H 0.780 1.755 -0.533 0.07 -0.10 0.06
H 0.444 1.865 1.929 0.00 -0.21 -0.08
H 1.095 0.245 2.122 -0.13 0.00 -0.16
H -1.288 0.013 2.257 -0.01 0.15 -0.11
H -1.566 1.117 0.894 0.06 -0.11 -0.01